[1]
# C6H12N2

A molecular structure, C6H12N2 at a distorted geometry (ωB97M-V/def2-TZVPD, the Open Molecules 2025 dataset).

Each line ends with the Löwdin charge.
Positions of all 20 atoms, in Å:
1 C -0.96065 0.44073 -0.12188  -0.331
2 C -1.33567 0.18473 1.31057  -0.067
3 C -1.72284 1.55007 -0.78954  -0.073
4 N 0.66287 -2.22437 0.53326  0.065
5 C 1.79829 0.09238 -0.12507  -0.223
6 C -0.05555 -0.25464 -0.86337  -0.116
7 C 0.94312 -1.29115 -0.49350  -0.323
8 N 2.62260 0.61287 -0.93032  0.070
9 H 0.18947 -1.88004 1.35488  0.053
10 H 1.43756 -2.83951 0.73575  0.079
11 H 3.32524 1.20000 -0.48654  0.042
12 H 1.76371 0.26352 0.95782  0.115
13 H 0.01577 0.00893 -1.91174  0.121
14 H 1.41878 -1.73786 -1.36343  0.135
15 H -0.47166 -0.07687 1.92475  0.059
16 H -2.05755 -0.63556 1.37846  0.088
17 H -1.78572 1.07393 1.76243  0.077
18 H -1.22729 1.88376 -1.69786  0.076
19 H -2.72863 1.22309 -1.04798  0.081
20 H -1.83184 2.40600 -0.12667  0.072

Computed properties:
2S+1	1
gap between HOMO and LUMO	0.316	hartree
highest occupied orbital energy	-7.63	eV
F_max	3.435	eV/Å
molar mass	112.18	u
relative energy (zero: lowest compared OMol25 entry of this formula, charge and spin)	225.15	kJ/mol
DFT total energy	-345.2421	hartree


[2]
# C6H12N2

2 unconnected molecules or ions with the total composition C6H12N2 at a distorted geometry (ωB97M-V/def2-TZVPD, the Open Molecules 2025 dataset).

Each line ends with the Löwdin charge.
Positions of all 20 atoms, in Å:
1 C -0.61016 2.37654 -1.26978  -0.151
2 C 0.93984 2.16052 -1.21225  -0.149
3 H -1.07696 1.65498 -0.60624  0.047
4 H -0.87163 3.37490 -0.91860  0.054
5 H -0.95865 2.30366 -2.29276  0.053
6 H 1.04862 1.15406 -0.80898  0.030
7 H 1.43785 2.88023 -0.57302  0.056
8 H 1.32948 2.13404 -2.22735  0.055
9 C -1.62610 -2.43158 0.14607  -0.052
10 C 0.81926 -1.67908 0.31457  -0.076
11 C -0.49998 -1.57207 0.62287  -0.362
12 C 0.53476 -0.35582 2.03902  -0.224
13 N 1.48301 -0.84901 1.20174  0.039
14 N -0.65694 -0.74868 1.72436  0.096
15 H 1.37046 -2.12127 -0.49399  0.112
16 H 2.46036 -0.85032 1.42890  0.141
17 H -2.55940 -1.91702 0.37662  0.069
18 H -1.69823 -3.38284 0.66228  0.074
19 H 0.81201 0.32075 2.83027  0.115
20 H -1.67759 -2.45198 -0.94373  0.074

Computed properties:
2S+1	1
gap between HOMO and LUMO	0.355	hartree
highest occupied orbital energy	-8.76	eV
SMILES	Cc1c[nH]cn1.CC
F_max	1.736	eV/Å
molar mass	112.18	u
relative energy (zero: lowest compared OMol25 entry of this formula, charge and spin)	33.84	kJ/mol
DFT total energy	-345.3150	hartree


[3]
# C6H12N2

C6H12N2 in the gas phase at a distorted geometry (ωB97M-V/def2-TZVPD, the Open Molecules 2025 dataset).

Each line ends with the Löwdin charge.
Positions of all 20 atoms, in Å:
1 C -0.28589 -0.57583 2.57748  0.047
2 C 0.50857 -1.68088 0.33113  -0.083
3 C 0.84212 1.29547 -2.03285  -0.096
4 N -0.25265 -0.54402 0.81279  -0.103
5 C -0.10346 0.69887 0.44396  -0.438
6 C -0.27438 0.59314 -1.34689  -0.269
7 C -1.33874 0.05633 -1.91163  0.006
8 N -0.02172 1.86649 0.86538  0.142
9 H -0.05725 2.00119 1.86945  0.040
10 H 1.54217 -1.65088 0.68753  0.088
11 H -0.98286 0.18549 2.91743  0.055
12 H -0.63614 -1.58184 2.78900  0.053
13 H 0.71103 -0.41466 2.99149  0.064
14 H 0.49005 -1.70834 -0.75549  0.078
15 H 0.03965 -2.59480 0.69946  0.084
16 H 0.63653 1.42243 -3.09905  0.074
17 H 0.98318 2.27618 -1.57861  0.068
18 H 1.77696 0.74159 -1.92437  0.077
19 H -2.06059 -0.52549 -1.35707  0.056
20 H -1.51659 0.13956 -2.97915  0.058

Computed properties:
2S+1	1
gap between HOMO and LUMO	0.361	hartree
highest occupied orbital energy	-8.99	eV
SMILES	[H]/N=C(/C(=C)C)N(C)C
F_max	7.309	eV/Å
molar mass	112.18	u
relative energy (zero: lowest compared OMol25 entry of this formula, charge and spin)	290.46	kJ/mol
DFT total energy	-345.2172	hartree


[4]
# C6H12N2

C6H12N2 in the gas phase at a distorted geometry (ωB97M-V/def2-TZVPD, the Open Molecules 2025 dataset).

Each line ends with the Löwdin charge.
Positions of all 20 atoms, in Å:
1 C 1.24389 1.21299 -0.67690  0.006
2 C 0.42735 0.37788 0.00263  -0.351
3 C 0.93872 1.72765 -2.05638  -0.160
4 C -1.80349 -0.97812 -0.44935  -0.107
5 C 0.29479 -0.97080 2.05605  -0.020
6 C -1.14274 0.36263 -0.07287  -0.163
7 N 2.22149 -0.75003 0.61525  0.121
8 N 0.97748 -0.43263 0.89753  -0.293
9 H 0.52080 2.82803 -2.08592  0.108
10 H 1.92076 1.97273 -2.43395  0.043
11 H 0.36845 1.01675 -2.74548  0.087
12 H -1.31364 -1.87764 -0.10446  0.068
13 H -1.82840 -1.06349 -1.45445  0.022
14 H -2.88947 -0.97992 -0.14152  0.099
15 H 0.63641 -1.93997 2.47802  0.111
16 H 0.34266 -0.15615 2.83327  0.122
17 H -0.66629 -1.06570 1.78211  0.009
18 H -1.48335 0.65432 0.98325  0.122
19 H -1.39920 1.05769 -0.95771  0.125
20 H 2.63379 -0.99621 1.53090  0.050

Computed properties:
2S+1	1
gap between HOMO and LUMO (alpha / beta)	0.307 / 0.264	hartree
highest occupied orbital energy (alpha / beta)	-7.92 / -6.97	eV
F_max	3.627	eV/Å
molar mass	112.18	u
relative energy (zero: lowest compared OMol25 entry of this formula, charge and spin)	595.94	kJ/mol
DFT total energy	-345.1009	hartree


[5]
# C6H12N2O

C6H12N2O in the gas phase at a distorted geometry (ωB97M-V/def2-TZVPD, the Open Molecules 2025 dataset).

Each line ends with the Löwdin charge.
Positions of all 21 atoms, in Å:
1 C -1.22646 -0.81583 0.05075  -0.392
2 C -2.51241 -0.43221 0.76441  -0.037
3 C 2.50056 -0.40297 -0.89827  -0.104
4 C -0.05238 0.01979 0.56846  -0.294
5 C 0.49721 1.07297 -0.34582  -0.348
6 N -0.22000 2.24740 -0.44815  0.094
7 C 1.65522 0.82969 -0.98211  -0.119
8 O -0.96783 -2.19189 0.32305  -0.041
9 N 0.44945 -0.17703 1.75113  0.186
10 H -0.14935 -2.42049 -0.15243  0.099
11 H -1.34041 -0.68736 -1.03064  0.146
12 H 0.34995 3.01476 -0.79703  0.096
13 H -0.63520 2.49636 0.45048  0.098
14 H -0.06039 -0.95718 2.19105  0.062
15 H 2.05430 1.60034 -1.63712  0.101
16 H -2.45197 -0.65739 1.83563  0.086
17 H -3.35326 -1.01404 0.37160  0.085
18 H -2.73624 0.63246 0.65057  0.082
19 H 2.08691 -1.17807 -0.24872  0.058
20 H 2.61791 -0.83620 -1.89654  0.070
21 H 3.49434 -0.14307 -0.52039  0.076

Computed properties:
2S+1	1
gap between HOMO and LUMO	0.335	hartree
highest occupied orbital energy	-8.22	eV
SMILES	[H]/N=C(/C(N)=C\C)[C@H](C)O
F_max	2.165	eV/Å
molar mass	128.17	u
relative energy (zero: lowest compared OMol25 entry of this formula, charge and spin)	128.65	kJ/mol
DFT total energy	-420.5349	hartree


[6]
# C6H12N2O

C6H12N2O in the gas phase at a distorted geometry (ωB97M-V/def2-TZVPD, the Open Molecules 2025 dataset).

Each line ends with the Löwdin charge.
Positions of all 21 atoms, in Å:
1 C -2.88130 -0.98614 -0.30040  0.027
2 C -2.23802 -0.11142 0.45431  -0.125
3 C 2.14825 -0.74283 0.01072  -0.144
4 C 2.36981 0.77568 0.24602  -0.198
5 C 0.59806 -0.79936 0.27712  -0.180
6 C -1.18023 0.80314 -0.10969  -0.400
7 N 1.17843 1.24606 -0.55041  -0.005
8 N 0.18825 0.59218 0.30465  -0.172
9 O -1.52214 2.16361 0.23085  -0.008
10 H -3.78502 -1.57034 0.16950  0.103
11 H -2.67304 -1.21712 -1.27051  0.027
12 H -2.44925 0.31549 1.48384  0.140
13 H 2.58902 -1.12242 -0.92013  0.106
14 H 2.60679 -1.28488 0.87516  0.105
15 H 2.29720 1.19478 1.25770  0.106
16 H 3.43254 1.01876 -0.14034  0.127
17 H 0.23029 -1.22846 -0.59694  0.079
18 H 0.18961 -1.40452 1.08661  0.120
19 H -1.08366 0.84496 -1.23357  0.158
20 H 0.88561 2.21102 -0.45016  0.102
21 H -2.37524 2.21525 0.55788  0.032

Computed properties:
2S+1	1
gap between HOMO and LUMO	0.328	hartree
highest occupied orbital energy	-7.90	eV
SMILES	C=C[C@@H](O)N1CCCN1
F_max	5.398	eV/Å
molar mass	128.17	u
relative energy (zero: lowest compared OMol25 entry of this formula, charge and spin)	375.05	kJ/mol
DFT total energy	-420.4410	hartree


[7]
# C6H12N2O

C6H12N2O in the gas phase at a distorted geometry (ωB97M-V/def2-TZVPD, the Open Molecules 2025 dataset).

Each line ends with the Löwdin charge.
Positions of all 21 atoms, in Å:
1 C 0.23333 -1.90444 0.04534  -0.071
2 C -0.52492 -0.69643 0.37516  -0.578
3 C 0.20153 0.70390 0.99641  -0.238
4 C 1.53295 0.79605 0.23468  -0.085
5 C 0.76399 0.85315 -1.22670  -0.419
6 C -0.63704 0.57229 -0.67136  -0.364
7 H 1.00076 -1.89816 1.10228  0.172
8 H -0.65214 -2.76491 0.03342  0.125
9 H 0.91107 -1.79607 -0.91098  0.084
10 H -1.73716 -1.87384 1.88258  0.170
11 H -2.49354 -1.24259 0.27366  0.200
12 H 0.36419 0.92333 2.11705  0.147
13 H 2.06685 -0.12139 -0.08277  0.073
14 H 2.19610 1.67195 0.91723  0.177
15 H 1.09434 -0.21642 -1.67678  0.147
16 H 0.10878 2.53852 -1.80595  0.109
17 H -1.18309 0.71144 -1.75186  0.186
18 H -1.60269 1.14872 0.75697  0.100
19 N -1.64355 -0.93645 1.16712  -0.033
20 N -0.82401 1.61147 0.22153  0.071
21 O 0.82425 1.91991 -1.99704  0.025

Computed properties:
2S+1	1
gap between HOMO and LUMO	0.359	hartree
highest occupied orbital energy	-9.14	eV
F_max	7.736	eV/Å
molar mass	128.17	u
relative energy (zero: lowest compared OMol25 entry of this formula, charge and spin)	772.21	kJ/mol
DFT total energy	-420.2898	hartree


[8]
# C6H12N2O

A molecular structure, C6H12N2O at a distorted geometry (ωB97M-V/def2-TZVPD, the Open Molecules 2025 dataset).

Each line ends with the Löwdin charge.
Positions of all 21 atoms, in Å:
1 C 0.61797 -0.47024 -0.25338  -0.526
2 C 1.05595 -0.03280 1.13403  -0.134
3 C 0.25125 1.43763 1.23798  -0.117
4 C -1.27097 0.81973 0.83668  -0.058
5 C -0.88818 0.01432 -0.49012  -0.265
6 C 0.10884 0.51171 -1.38788  -0.282
7 H 0.85585 -2.60006 -0.01852  0.122
8 H 2.03622 -1.52002 -0.75370  0.136
9 H 2.45646 -0.35302 1.27365  0.167
10 H 0.57605 -0.93010 2.13514  0.182
11 H 0.09309 1.71036 2.31633  0.095
12 H 0.59184 2.25318 0.71196  0.048
13 H -1.58543 1.71589 0.60450  0.020
14 H -1.78346 0.26450 1.70775  0.141
15 H -0.99593 -1.92440 -1.12454  -0.015
16 H -2.78128 -1.29389 -0.90159  0.128
17 H 0.41426 -0.17732 -2.30933  0.191
18 H 0.88005 1.93614 -2.01789  0.122
19 N 0.94172 -1.78664 -0.72646  0.003
20 N -1.68392 -1.46420 -0.55563  0.028
21 O 0.10961 1.88921 -1.41900  0.013

Computed properties:
2S+1	1
gap between HOMO and LUMO	0.327	hartree
highest occupied orbital energy	-8.30	eV
F_max	7.502	eV/Å
molar mass	128.17	u
relative energy (zero: lowest compared OMol25 entry of this formula, charge and spin)	796.78	kJ/mol
DFT total energy	-420.2804	hartree